Entry from the Open Molecules 2025 dataset: a cluster of 8 separate species, C47H48N7O19PS in total at a distorted geometry (ωB97M-V/def2-TZVPD).

Geometry as XYZ:
```
123
Properties=species:S:1:pos:R:3:forces:R:3:mulliken_charge:R:1
C 1.72103 4.30642 2.73056 0.1 0.0 -0.9 -0.56
C 2.55085 4.58462 1.34065 0.0 1.0 1.9 -0.25
O 2.35943 3.36158 0.49298 -2.8 3.2 1.5 -0.22
O 3.54241 2.81627 0.25319 4.1 -4.4 0.5 -0.09
P 3.93920 1.68299 1.55169 1.5 1.8 4.4 0.56
O 4.64044 2.53362 2.68472 -2.6 -2.9 -3.9 -0.59
O 2.46931 0.91860 2.08810 2.9 1.7 -1.1 -0.17
O 5.05038 0.44797 1.03098 -3.2 1.5 1.2 -0.39
C 5.05825 -0.71818 1.92730 0.6 -2.5 1.1 -0.16
C 5.63511 -0.43649 3.43533 -0.1 0.4 0.3 -0.35
C 7.02767 0.42634 3.50057 0.5 0.2 -0.3 -0.46
S 6.87283 1.63032 4.97420 0.6 0.5 -1.2 -0.25
H 0.85249 3.56451 2.46964 1.6 1.5 0.6 0.06
H 1.23711 5.30963 3.09423 1.1 -2.0 -0.4 0.34
H 2.46449 3.81550 3.49831 -1.6 1.1 -1.3 0.12
H 2.15554 5.56267 0.82821 0.6 -2.2 0.5 0.39
H 3.69502 4.75728 1.59741 -2.4 -0.7 -0.8 0.26
H 1.98811 1.45331 2.78593 0.9 -0.5 -1.2 0.32
H 5.75101 -1.53463 1.40104 -1.4 2.1 0.9 0.17
H 4.00623 -1.24531 2.05189 2.0 1.4 -0.5 0.18
H 5.80171 -1.46172 3.99919 -0.4 2.0 -1.4 0.06
H 4.83025 0.15450 4.05761 1.6 -1.1 -1.3 0.31
H 7.98653 -0.23476 3.76189 -2.3 1.3 -0.9 0.33
H 7.23174 1.08517 2.53318 -0.6 -1.6 2.1 0.27
H 7.24561 2.87250 4.41003 -0.5 -1.6 0.3 0.13
C 3.74339 4.30941 -3.66164 0.0 -0.1 -0.1 -0.77
C 4.11122 4.11094 -4.99335 -0.1 -0.3 0.2 -0.33
C 4.11990 2.82306 -5.53250 0.0 0.0 0.0 -0.43
C 3.75232 1.73668 -4.72662 0.0 0.9 0.4 -0.07
C 3.39004 1.93219 -3.38722 0.0 0.0 -0.1 -0.51
C 3.38789 3.22449 -2.85842 0.0 0.0 -0.3 0.00
N 3.73489 0.38336 -5.29468 0.0 -1.2 -0.5 0.99
O 4.08018 0.24927 -6.47810 -0.5 0.2 1.7 -0.59
O 3.37210 -0.54661 -4.56012 0.5 1.3 -1.1 -0.59
H 3.73271 5.31609 -3.24730 0.0 -0.2 -0.1 0.39
H 4.38845 4.96136 -5.61261 0.0 -0.2 0.1 0.42
H 4.40895 2.68507 -6.57210 -0.1 -0.2 0.3 0.46
H 3.10734 1.09752 -2.74914 0.1 0.1 -0.3 0.55
H 3.10527 3.38696 -1.82064 0.1 -0.1 -0.4 0.56
C -2.18311 -2.51930 0.21418 -0.1 0.3 0.2 -0.74
C -0.85797 -2.10098 0.34513 -0.1 0.6 0.1 -0.45
C -0.56064 -0.92341 1.03384 -0.1 0.0 0.0 -0.31
C -1.60257 -0.17144 1.59394 -0.2 -0.7 -0.4 -0.01
C -2.93439 -0.58503 1.45736 0.1 0.0 0.0 -0.43
C -3.21959 -1.76296 0.76396 0.3 0.2 0.2 -0.89
N -1.29450 1.05392 2.34097 0.1 0.7 0.5 0.76
O -0.10558 1.39653 2.42344 -1.9 -0.4 0.0 -0.53
O -2.23988 1.67316 2.84972 1.7 -0.8 -0.7 -0.63
H -2.40955 -3.44114 -0.31887 0.0 0.5 0.2 0.56
H -0.05577 -2.69506 -0.08741 -0.3 0.4 0.2 0.61
H 0.47717 -0.61103 1.12721 -0.3 0.1 0.1 0.54
H -3.75315 -0.00848 1.88277 0.3 0.0 0.0 0.58
H -4.25002 -2.09406 0.65511 0.6 0.3 0.2 0.83
C -1.27079 -9.53588 0.74379 0.0 0.2 0.0 -0.46
C -2.06447 -9.02467 -0.28426 0.2 0.3 0.1 -0.45
C -1.96635 -7.67829 -0.64065 0.0 0.0 0.0 -0.36
C -1.06265 -6.85009 0.03919 -0.1 -0.9 0.3 -0.01
C -0.27021 -7.35889 1.07680 0.0 0.0 -0.1 -0.19
C -0.37922 -8.70638 1.42617 -0.2 0.1 -0.3 -0.31
N -0.93651 -5.43985 -0.34781 0.3 0.7 -0.2 1.06
O -1.66851 -5.02300 -1.25782 1.2 -0.7 1.0 -0.67
O -0.10283 -4.74815 0.25432 -1.2 -1.4 -1.0 -0.58
H -1.34677 -10.58765 1.01434 0.0 0.2 0.0 0.37
H -2.75806 -9.67709 -0.81040 0.1 0.2 0.1 0.37
H -2.59176 -7.29522 -1.44406 0.3 0.1 0.2 0.43
H 0.43169 -6.72623 1.61609 -0.3 -0.1 -0.3 0.40
H 0.23380 -9.11155 2.22822 -0.1 0.2 -0.2 0.40
C 5.88828 -4.20029 3.17429 -0.1 -0.1 0.0 -0.41
C 4.96554 -4.36539 4.20842 0.0 -0.2 -0.3 -0.58
C 3.95528 -5.32285 4.09868 0.0 0.0 -0.1 -0.26
C 3.88085 -6.11631 2.94558 0.7 0.7 0.1 0.05
C 4.80123 -5.94740 1.90258 0.0 0.0 0.0 -0.27
C 5.80544 -4.98467 2.02256 -0.3 -0.1 0.3 -0.63
N 2.83666 -7.14195 2.83515 -0.8 -0.9 -0.1 0.97
O 2.02979 -7.24772 3.77083 1.0 0.1 -1.4 -0.57
O 2.82416 -7.84582 1.81513 0.0 1.0 1.5 -0.55
H 6.67765 -3.45630 3.26685 -0.1 -0.2 0.0 0.59
H 5.03574 -3.74924 5.10229 -0.1 -0.2 -0.2 0.38
H 3.24392 -5.43928 4.91340 0.1 -0.1 -0.3 0.45
H 4.75211 -6.55295 1.00001 -0.2 0.1 0.3 0.44
H 6.52652 -4.84801 1.21969 -0.2 -0.1 0.1 0.41
C -6.03910 2.96804 3.26047 0.0 0.2 0.1 -0.39
C -4.71396 3.38636 3.39142 -0.3 0.2 0.1 -0.01
C -4.41663 4.56393 4.08013 -0.1 0.0 0.0 -0.58
C -5.45856 5.31590 4.64023 -0.2 -0.9 -0.5 0.07
C -6.79038 4.90231 4.50365 0.0 0.0 0.0 -0.40
C -7.07558 3.72438 3.81025 0.4 0.1 0.1 -0.43
N -5.15049 6.54126 5.38726 0.3 1.1 0.7 0.96
O -3.96157 6.88387 5.46972 -1.8 -0.5 -0.1 -0.58
O -6.09587 7.16050 5.89601 1.4 -0.9 -0.7 -0.59
H -6.26554 2.04620 2.72742 0.0 0.2 0.1 0.39
H -3.91176 2.79228 2.95888 -0.3 0.3 0.2 0.39
H -3.37882 4.87632 4.17350 -0.3 0.1 0.1 0.49
H -7.60914 5.47886 4.92906 0.4 0.0 0.0 0.42
H -8.10601 3.39328 3.70140 0.2 0.1 0.1 0.37
C -1.39801 5.01293 -6.80009 0.0 0.1 0.1 -0.42
C -0.24564 4.67611 -6.08823 -0.2 0.4 0.1 -0.47
C 0.26985 5.55574 -5.13433 -0.1 0.1 0.0 -0.10
C -0.38231 6.77358 -4.89702 -0.4 -0.7 -0.7 -0.13
C -1.53497 7.11763 -5.61569 0.0 0.0 0.0 -0.30
C -2.03947 6.23104 -6.56916 0.3 -0.1 0.2 -0.46
N 0.14012 7.69128 -3.87753 0.4 0.9 1.0 0.99
O 1.17274 7.35942 -3.27647 -1.5 0.5 -0.8 -0.59
O -0.48319 8.74286 -3.67330 1.0 -1.6 -0.3 -0.58
H -1.79939 4.32134 -7.53886 0.1 0.1 0.1 0.37
H 0.24951 3.72557 -6.27491 -0.1 0.2 0.1 0.43
H 1.16870 5.27853 -4.58793 -0.2 0.2 0.0 0.49
H -2.04828 8.06165 -5.44513 0.3 -0.2 0.1 0.43
H -2.93543 6.48764 -7.13009 0.2 0.0 0.2 0.37
C -6.39208 -2.26472 -5.11419 0.0 0.0 0.1 -0.38
C -7.66526 -2.39249 -4.55668 0.3 0.0 0.3 -0.45
C -7.81258 -2.55070 -3.17731 0.1 0.0 0.0 -0.38
C -6.67308 -2.57511 -2.36139 0.1 0.1 -1.0 0.03
C -5.39333 -2.45479 -2.91926 -0.1 0.0 0.0 -0.07
C -5.25846 -2.29990 -4.30038 -0.4 0.0 0.2 -0.55
N -6.82265 -2.71559 -0.90799 -0.6 -0.2 1.2 0.99
O -7.97033 -2.83836 -0.45472 1.9 0.2 -0.7 -0.58
O -5.79369 -2.69920 -0.21733 -1.8 -0.2 -1.1 -0.67
H -6.28254 -2.13590 -6.18965 0.0 0.0 0.2 0.37
H -8.54389 -2.36560 -5.19765 0.2 0.0 0.2 0.37
H -8.81164 -2.64889 -2.75827 0.3 0.0 0.1 0.43
H -4.50020 -2.47703 -2.29831 -0.3 0.0 0.0 0.41
H -4.26946 -2.20264 -4.74271 -0.2 0.0 0.2 0.39
```
Positions in Å, forces in eV/Å.

The spin multiplicity is 1. The calculation puts the total energy at -4371.3656 Eh. The HOMO energy comes out at -8.7 eV. The strongest force on any atom is 6.0 eV/A. For the HOMO-LUMO gap, the calculation gives 0.2767 Ha. As for the SMILES: CCOO[P@@](=O)(O)OCCCS.O=[N+]([O-])c1ccccc1.O=[N+]([O-])c1ccccc1.O=[N+]([O-])c1ccccc1.O=[N+]([O-])c1ccccc1.O=[N+]([O-])c1ccccc1.O=[N+]([O-])c1ccccc1.O=[N+]([O-])c1ccccc1. The value obtained for the LUMO energy is -1.143 eV.